The following is a DFT calculation (ωB97M-V/def2-TZVPD) of a single C6H4O molecule.

Values from the calculation:
energy relative to the best compared isomer or geometry (same formula, charge and spin)	99.9	kcal/mol
lowest unoccupied orbital energy	-1.08	eV
HOMO energy	-10.3	eV
calculated total energy	-8328.108	eV
frontier orbital gap	9.2	eV
max |F|	0.71	eV Å⁻¹

Each atom is followed by the atoms it is bonded to, with distances in Å.
Geometry (Å):
1 C -2.333 -0.140 -0.761  C2 1.460, H8 1.095, H9 1.095, H10 1.094
2 C -0.985 0.113 -0.260  C1 1.460, C3 1.208
3 C 0.120 0.319 0.184  C2 1.208, C4 1.444
4 C 1.419 0.618 0.739  C3 1.444, O5 1.205, C7 1.554
5 O 1.686 1.634 1.329  C4 1.205
6 C 2.131 -1.414 1.193  C7 1.293
7 C 2.560 -0.410 0.501  C4 1.554, C6 1.293, H11 1.086
8 H -2.640 0.644 -1.461  C1 1.095
9 H -3.041 -0.143 0.073  C1 1.095
10 H -2.393 -1.106 -1.272  C1 1.094
11 H 3.463 -0.061 0.008  C7 1.086